Record 1
Computed, not measured: a molecular structure, C52H51Cl3N2O2S2Sb2SiY in a non-equilibrium geometry, with ωB97M-V with the def2-TZVPD basis set.

```
! wB97M-V def2-TZVPD RIJCOSX def2/J DEFGRID3
* xyz -1 1
Y 0.228 -0.035 0.250
C -0.196 4.275 2.198
C -0.501 3.077 1.345
N 0.451 2.267 1.003
N 1.702 2.592 1.483
C 2.711 1.983 0.974
S 2.788 0.852 -0.329
S 4.267 2.425 1.753
C 4.571 4.038 0.939
C 3.726 5.178 1.428
C 3.706 5.520 2.778
C 2.970 6.607 3.219
C 2.247 7.376 2.316
C 2.261 7.043 0.971
C 2.991 5.946 0.532
C -1.842 2.889 0.798
C -2.951 3.507 1.391
C -4.203 3.484 0.818
C -4.367 2.867 -0.421
C -3.305 2.238 -1.026
C -2.031 2.165 -0.420
O -1.084 1.463 -0.984
H 0.567 4.019 2.929
H -1.075 4.674 2.694
H 0.223 5.055 1.560
H 4.459 3.884 -0.134
H 5.623 4.235 1.151
H 4.256 4.911 3.485
H 2.961 6.859 4.273
H 1.668 8.224 2.661
H 1.696 7.634 0.261
H 2.990 5.681 -0.519
H -2.839 4.000 2.347
H -5.042 3.953 1.316
H -5.338 2.857 -0.903
H -3.426 1.747 -1.984
Cl 4.228 -3.204 6.108
C 3.181 -2.280 5.071
C 3.121 -2.581 3.721
C 2.287 -1.823 2.929
Cl 2.135 -2.128 1.228
C 1.486 -0.755 3.385
O 0.734 -0.077 2.603
C 1.596 -0.513 4.776
Cl 0.646 0.771 5.438
C 2.421 -1.250 5.602
H 3.711 -3.384 3.304
H 2.470 -1.020 6.657
C 3.824 -2.258 -2.071
Sb 1.713 -2.631 -1.842
C 1.983 -4.659 -1.098
C 1.476 -3.407 -3.902
C 2.141 -2.549 -4.919
C 3.452 -2.841 -5.299
C 4.160 -2.032 -6.171
C 3.549 -0.904 -6.696
C 2.234 -0.626 -6.365
C 1.502 -1.431 -5.490
C 0.080 -1.100 -5.214
Sb -0.339 -0.075 -3.283
C 1.369 1.206 -3.525
C -1.709 1.301 -4.239
H 4.304 -3.154 -2.462
H 4.253 -1.983 -1.110
H 3.962 -1.435 -2.772
H 2.810 -5.139 -1.621
H 1.067 -5.220 -1.290
H 2.181 -4.658 -0.028
H 0.404 -3.513 -4.073
H 1.921 -4.401 -3.874
H 3.926 -3.729 -4.894
H 5.180 -2.280 -6.438
H 4.090 -0.253 -7.372
H 1.748 0.238 -6.806
H -0.548 -1.993 -5.217
H -0.302 -0.424 -5.979
H 1.382 1.609 -4.538
H 2.280 0.636 -3.349
H 1.314 2.014 -2.799
H -1.307 1.637 -5.195
H -1.858 2.156 -3.582
H -2.663 0.800 -4.406
C -5.006 -2.875 -2.465
C -4.775 -3.702 -1.374
C -3.874 -3.326 -0.386
C -3.178 -2.117 -0.458
C -3.425 -1.303 -1.566
C -4.326 -1.669 -2.557
Si -1.959 -1.523 0.909
C -3.083 -0.494 2.078
C -4.471 -0.428 1.949
C -5.246 0.285 2.854
C -4.648 0.949 3.916
C -3.267 0.911 4.052
C -2.496 0.206 3.138
C -1.688 -3.155 1.888
C -2.309 -3.430 3.108
C -2.104 -4.639 3.763
C -1.265 -5.600 3.218
C -0.631 -5.343 2.009
C -0.843 -4.135 1.363
H -5.714 -3.169 -3.231
H -5.308 -4.642 -1.285
H -3.707 -3.992 0.454
H -2.912 -0.351 -1.645
H -4.500 -1.012 -3.403
H -4.956 -0.940 1.124
H -6.323 0.323 2.732
H -5.254 1.491 4.632
H -2.788 1.432 4.874
H -1.418 0.197 3.260
H -2.964 -2.693 3.558
H -2.602 -4.829 4.707
H -1.107 -6.540 3.733
H 0.034 -6.084 1.579
H -0.342 -3.948 0.417
*
```

Calculated values
molar mass = 1267.00 g mol⁻¹
ΔE to the lowest compared entry with this formula, charge and spin = 135.2 kJ/mol
HOMO = -4.893 eV
LUMO level = 2.336 eV

Record 2
Computed, not measured: 2 unconnected molecules or ions with the total composition C6H12O in a non-equilibrium geometry, with ωB97M-V with the def2-TZVPD basis set.

```
! wB97M-V def2-TZVPD RIJCOSX def2/J DEFGRID3
* xyz -1 2
C -0.562 1.685 0.195
C -0.157 0.369 0.862
C -0.595 -0.813 -0.017
C -1.900 -1.241 0.099
C 0.063 -2.130 -2.073
C 0.261 -1.108 -1.098
H -0.225 2.571 0.740
H -1.635 1.634 0.041
H -0.110 1.702 -0.795
H -0.602 0.239 1.845
H 0.917 0.173 0.924
H -2.270 -2.072 -0.496
H -2.614 -0.820 0.797
H 0.874 -2.843 -2.260
H -0.781 -2.319 -2.740
H 1.227 -0.614 -1.254
H 2.389 1.542 1.077
H 2.675 2.074 2.518
O 3.046 1.971 1.635
*
```

Calculated values
molar mass = 100.16 g mol⁻¹
ΔE to the lowest compared entry with this formula, charge and spin = 133.7 kJ/mol
HOMO (spin up / spin down) = -0.685 / -1.851 eV
LUMO level (spin up / spin down) = 3.570 / 3.562 eV
⟨S²⟩ = 0.771

Record 3
Computed, not measured: C16H25N3O2S in the gas phase, with ωB97M-V with the def2-TZVPD basis set.

```
! wB97M-V def2-TZVPD RIJCOSX def2/J DEFGRID3
* xyz 0 1
C -0.212 0.672 3.909
C -1.700 0.379 3.697
C -2.028 0.423 2.235
C -2.472 1.539 1.585
C -2.774 2.833 2.266
N -2.644 1.569 0.232
C -2.375 0.514 -0.436
S -2.325 0.596 -2.214
C -0.828 1.652 -2.268
C 0.170 1.209 -1.203
O 0.359 1.937 -0.245
N 0.756 -0.003 -1.318
C 1.647 -0.382 -0.218
C 3.070 0.139 -0.430
C 1.603 -1.886 0.049
C 1.786 -2.694 -1.229
C 0.694 -2.304 -2.215
C 0.700 -0.805 -2.534
C 1.822 -0.435 -3.512
N -2.010 -0.659 0.115
C -1.769 -0.790 1.489
O -1.369 -1.853 1.921
H 0.386 -0.105 3.439
H 0.058 1.629 3.467
H 0.020 0.696 4.970
H -1.916 -0.625 4.069
H -2.304 1.100 4.247
H -3.498 2.690 3.066
H -1.865 3.251 2.695
H -3.172 3.531 1.536
H -1.135 2.669 -2.025
H -0.446 1.605 -3.285
H 1.246 0.137 0.661
H 3.586 -0.391 -1.224
H 3.038 1.198 -0.675
H 3.637 0.018 0.489
H 2.386 -2.128 0.769
H 0.647 -2.148 0.507
H 2.771 -2.511 -1.658
H 1.716 -3.760 -1.006
H 0.804 -2.853 -3.151
H -0.274 -2.576 -1.786
H -0.251 -0.586 -3.027
H 1.589 -0.832 -4.498
H 2.778 -0.842 -3.200
H 1.918 0.646 -3.588
H -1.818 -1.465 -0.469
*
```

Calculated values
molar mass = 323.46 g mol⁻¹
ΔE to the lowest compared entry with this formula, charge and spin = 11.2 kJ/mol
HOMO = -8.673 eV
SMILES = CCc1c(C)nc(SCC(=O)N2[C@H](C)CCC[C@@H]2C)[nH]c1=O
LUMO level = 0.432 eV

Record 4
Computed, not measured: a molecular structure, C33H42AsN3O2RuSSi2 in a non-equilibrium geometry, with ωB97M-V with the def2-TZVPD basis set.

```
! wB97M-V def2-TZVPD RIJCOSX def2/J DEFGRID3
* xyz 1 2
Ru 0.746 -0.285 -0.619
C 4.220 -1.290 0.198
Si 3.143 -0.315 -1.022
C 3.557 -1.032 -2.721
C 3.816 1.444 -1.064
C 5.180 1.753 -1.041
C 5.612 3.061 -1.191
C 4.687 4.081 -1.381
C 3.334 3.786 -1.402
C 2.889 2.471 -1.234
Si 1.075 2.013 -1.162
C 0.264 2.364 -2.818
C 0.344 3.042 0.232
H 5.249 -1.322 -0.166
H 3.886 -2.327 0.302
H 4.241 -0.824 1.183
H 4.585 -0.776 -2.990
H 2.898 -0.625 -3.489
H 3.457 -2.119 -2.741
H 5.914 0.966 -0.907
H 6.670 3.289 -1.167
H 5.024 5.102 -1.507
H 2.620 4.591 -1.546
H -0.064 3.403 -2.849
H -0.601 1.722 -2.993
H 0.982 2.208 -3.623
H 0.388 4.094 -0.058
H 0.933 2.924 1.143
H -0.702 2.803 0.440
C -3.942 1.114 2.932
O -3.697 1.039 1.529
C -3.370 2.183 0.886
C -2.916 3.319 1.552
C -2.681 4.495 0.862
C -2.889 4.557 -0.507
C -3.310 3.427 -1.180
C -3.544 2.234 -0.508
N -4.137 1.185 -1.268
C -4.346 -0.097 -1.000
C -3.596 -0.996 -0.234
C -4.311 -2.125 0.253
C -3.733 -3.064 1.052
C -2.359 -2.935 1.341
C -1.616 -1.918 0.814
C -2.184 -0.872 0.019
O -1.460 0.063 -0.453
H -4.366 0.152 3.206
H -4.652 1.911 3.156
H -3.016 1.277 3.490
H -2.758 3.282 2.620
H -2.346 5.369 1.404
H -2.734 5.479 -1.047
H -3.488 3.465 -2.246
H -4.672 1.534 -2.053
H -5.241 -0.498 -1.471
H -5.365 -2.203 0.015
H -4.310 -3.888 1.444
H -1.876 -3.666 1.981
H -0.550 -1.873 1.010
C 1.650 -5.126 -2.751
As 0.514 -4.065 -1.619
C -1.196 -4.934 -1.744
C 1.216 -4.310 0.155
S 0.468 -2.091 -2.349
H 1.545 -6.177 -2.483
H 2.684 -4.810 -2.632
H 1.344 -4.972 -3.784
H -1.074 -5.999 -1.548
H -1.555 -4.783 -2.761
H -1.900 -4.492 -1.044
H 1.221 -5.375 0.386
H 0.610 -3.774 0.882
H 2.234 -3.924 0.165
N -1.913 2.022 4.498
C -1.081 1.334 4.106
C -0.056 0.480 3.569
C 0.744 -0.323 4.377
C 1.689 -1.126 3.763
C 1.811 -1.095 2.382
N 1.048 -0.318 1.610
C 0.127 0.450 2.196
H 0.616 -0.318 5.450
H 2.337 -1.767 4.343
H 2.539 -1.705 1.872
H -0.504 1.047 1.551
*
```

Calculated values
molar mass = 776.95 g mol⁻¹
ΔE to the lowest compared entry with this formula, charge and spin = 198.3 kJ/mol
HOMO (spin up / spin down) = -10.322 / -10.095 eV
LUMO level (spin up / spin down) = -3.314 / -3.329 eV
⟨S²⟩ = 0.775

Record 5
Computed, not measured: C2H4O2S2 in the gas phase in a non-equilibrium geometry, with ωB97M-V with the def2-TZVPD basis set.

```
! wB97M-V def2-TZVPD RIJCOSX def2/J DEFGRID3
* xyz 0 1
C 1.662 -0.899 -0.023
S -0.170 -1.323 -0.212
C -0.775 0.171 -0.716
S -1.697 1.167 0.643
O -2.224 2.333 0.051
O -2.582 0.291 1.373
H 2.104 -1.211 -0.986
H 2.036 -1.565 0.761
H 1.630 0.161 0.122
H 0.015 0.874 -1.012
*
```

Calculated values
molar mass = 124.19 g mol⁻¹
ΔE to the lowest compared entry with this formula, charge and spin = 322.1 kJ/mol
HOMO (spin up / spin down) = -9.198 / -9.193 eV
SMILES = CSC=S(=O)=O
LUMO level (spin up / spin down) = -1.850 / -1.850 eV

Record 6
Computed, not measured: a gas-phase ion, C2H3FO4P (charge -1) in a non-equilibrium geometry, with ωB97M-V with the def2-TZVPD basis set.

```
! wB97M-V def2-TZVPD RIJCOSX def2/J DEFGRID3
* xyz -1 3
C 1.745 -1.239 0.125
C -1.837 0.346 -0.114
O 2.167 -2.347 0.178
O 1.186 -0.567 0.987
O 1.518 1.892 -0.410
O -0.720 0.970 -0.595
F 1.663 -0.666 -1.158
P 0.517 1.272 0.469
H -2.749 0.834 -0.260
H -1.603 0.319 0.997
H -1.886 -0.813 -0.220
*
```

Calculated values
molar mass = 141.01 g mol⁻¹
HOMO (spin up / spin down) = 0.030 / -6.461 eV
LUMO level (spin up / spin down) = 3.917 / 1.723 eV
⟨S²⟩ = 2.007

Record 7
Computed, not measured: a molecular structure, C5H13S3 in a non-equilibrium geometry, with ωB97M-V with the def2-TZVPD basis set.

```
! wB97M-V def2-TZVPD RIJCOSX def2/J DEFGRID3
* xyz -1 1
C 0.576 3.473 -1.104
C 1.444 2.482 -1.877
C 1.213 1.035 -1.428
S 1.721 0.742 0.308
H -0.481 3.310 -1.323
H 0.833 4.507 -1.345
H 0.724 3.310 -0.035
H 1.232 2.540 -2.953
H 2.505 2.720 -1.752
H 1.784 0.361 -2.067
H 0.157 0.775 -1.531
C -2.656 -0.638 2.521
C -1.337 -1.027 1.867
S -1.602 -1.473 0.115
S 0.356 -2.209 -0.352
H -3.400 -1.431 2.433
H -3.093 0.248 2.050
H -2.521 -0.426 3.585
H -0.903 -1.889 2.377
H -0.623 -0.209 1.888
H 1.111 -0.657 0.137
*
```

Calculated values
molar mass = 169.36 g mol⁻¹
ΔE to the lowest compared entry with this formula, charge and spin = 8.5 kJ/mol
HOMO = -3.084 eV
LUMO level = 3.527 eV